No. 1
Molecular formula: C42H63NO14S
Method: DFT, the ωB97M-V functional and the def2-TZVPD basis

Atoms and positions in Å:
H (1.257, 9.840, -0.165)
N (1.592, 9.026, -0.728)
C (0.559, 8.193, -0.891)
C (0.725, 6.804, -1.704)
C (0.451, 5.492, -0.784)
C (-0.884, 5.017, -0.448)
C (-2.124, 5.838, -1.066)
C (-3.534, 5.593, -0.336)
C (-3.798, 6.050, 1.171)
C (-5.212, 5.849, 1.896)
C (-6.416, 5.173, 1.141)
C (-6.198, 4.700, -0.372)
C (-4.794, 4.913, -1.065)
C (-4.547, 4.473, -2.615)
C (-0.972, 3.702, 0.463)
O (-2.019, 2.982, 0.525)
C (0.321, 3.194, 1.328)
S (0.159, 1.962, 2.745)
C (1.658, 3.695, 1.016)
C (2.926, 3.225, 1.906)
C (3.834, 3.238, 2.875)
C (1.763, 4.706, -0.227)
O (2.917, 4.845, -0.789)
H (-0.468, 8.512, -0.438)
H (1.824, 6.791, -2.100)
H (0.056, 6.740, -2.652)
H (-2.141, 5.654, -2.211)
H (-1.885, 6.974, -0.936)
H (-2.969, 6.554, 1.813)
H (-5.397, 6.212, 2.973)
H (-7.449, 5.031, 1.624)
H (-7.099, 4.223, -0.935)
H (-5.480, 4.038, -3.123)
H (-3.612, 3.808, -2.678)
H (-4.294, 5.464, -3.179)
H (0.777, 0.750, 2.352)
H (4.621, 3.177, 3.725)
C (-0.106, -5.027, 0.694)
C (-0.678, -3.624, 0.724)
O (-0.322, -2.948, 1.941)
C (0.844, -2.305, 2.141)
C (1.963, -2.502, 1.161)
O (1.006, -1.635, 3.143)
H (0.986, -5.019, 0.725)
H (-0.421, -5.553, -0.211)
H (-0.442, -5.595, 1.566)
H (-0.392, -3.032, -0.150)
H (-1.769, -3.681, 0.713)
H (2.635, -3.277, 1.534)
H (2.510, -1.561, 1.069)
H (1.630, -2.760, 0.157)
C (1.322, -3.027, 6.009)
C (0.528, -4.235, 5.553)
O (0.945, -5.420, 6.250)
C (0.497, -5.786, 7.467)
C (-0.284, -4.799, 8.284)
O (0.787, -6.875, 7.920)
H (1.169, -2.820, 7.071)
H (1.035, -2.141, 5.440)
H (2.393, -3.202, 5.874)
H (-0.552, -4.088, 5.642)
H (0.729, -4.415, 4.494)
H (0.391, -4.296, 8.980)
H (-1.046, -5.343, 8.848)
H (-0.816, -4.056, 7.692)
C (1.343, 2.266, -3.963)
C (0.546, 1.060, -4.420)
O (0.968, -0.128, -3.730)
C (0.526, -0.497, -2.511)
C (-0.250, 0.488, -1.688)
O (0.816, -1.587, -2.061)
H (1.196, 2.468, -2.899)
H (1.053, 3.156, -4.527)
H (2.413, 2.092, -4.105)
H (-0.533, 1.206, -4.324)
H (0.740, 0.883, -5.481)
H (0.430, 0.988, -0.995)
H (-1.009, -0.058, -1.122)
H (-0.784, 1.232, -2.275)
C (-1.775, -5.768, -4.370)
C (-2.802, -4.987, -5.168)
O (-3.468, -4.020, -4.342)
C (-2.984, -2.791, -4.065)
C (-1.558, -2.475, -4.407)
O (-3.677, -1.983, -3.482)
H (-0.991, -5.118, -3.976)
H (-1.308, -6.536, -4.991)
H (-2.248, -6.250, -3.510)
H (-2.376, -4.515, -6.057)
H (-3.576, -5.672, -5.523)
H (-0.936, -2.626, -3.522)
H (-1.501, -1.428, -4.715)
H (-1.161, -3.059, -5.235)
C (1.422, -9.866, 7.057)
C (1.415, -10.804, 5.866)
O (2.564, -10.587, 5.032)
C (3.778, -11.132, 5.250)
C (4.052, -11.799, 6.567)
O (4.654, -11.018, 4.418)
H (2.292, -10.032, 7.696)
H (0.520, -10.001, 7.659)
H (1.470, -8.827, 6.724)
H (1.335, -11.855, 6.156)
H (0.541, -10.588, 5.246)
H (4.548, -11.089, 7.231)
H (4.711, -12.652, 6.391)
H (3.164, -12.195, 7.056)
C (3.602, 7.437, -6.396)
C (2.682, 7.982, -7.470)
O (1.375, 7.396, -7.375)
C (0.403, 7.832, -6.547)
C (0.750, 8.814, -5.467)
O (-0.719, 7.376, -6.635)
H (3.239, 7.675, -5.393)
H (4.609, 7.848, -6.505)
H (3.658, 6.347, -6.460)
H (2.624, 9.074, -7.462)
H (3.073, 7.702, -8.452)
H (0.930, 8.273, -4.536)
H (-0.095, 9.493, -5.334)
H (1.611, 9.439, -5.696)

The HOMO energy is -8.5 eV. As for the SMILES: [H]/N=C/CC1=C(Cc2ccccc2C)C(=O)C(S)=C(C#C)C1=O.CCOC(C)=O.CCOC(C)=O.CCOC(C)=O.CCOC(C)=O.CCOC(C)=O.CCOC(C)=O. As for the molar mass: 838.026 g/mol. The electronic energy is -85552.492 eV.

Results of the Löwdin charge analysis, in e, for atoms 1 through 5: atom 1 (H): 0.05, atom 2 (N): 0.05, atom 3 (C): -0.20, atom 4 (C): -0.12, atom 5 (C): -0.05


No. 2
Molecular formula: C42H65BN8O2PRuS2
Method: DFT, the ωB97M-V functional and the def2-TZVPD basis

Atoms and positions in Å:
Ru (0.807, -0.880, -0.893)
C (2.704, -5.714, 0.593)
C (2.271, -4.721, -0.432)
C (2.272, -4.846, -1.804)
C (1.757, -3.647, -2.314)
N (1.466, -2.831, -1.285)
N (1.789, -3.505, -0.133)
B (1.578, -2.906, 1.298)
N (2.462, -1.643, 1.386)
N (2.448, -0.847, 0.302)
C (3.500, -0.033, 0.360)
C (4.164, -0.258, 1.573)
C (3.491, -1.305, 2.182)
C (3.821, -2.050, 3.432)
C (3.957, 0.721, -0.867)
C (3.821, 2.234, -0.728)
C (5.441, 0.383, -1.090)
C (3.195, 0.177, -2.077)
N (0.102, -2.545, 1.415)
N (-0.424, -1.832, 0.399)
C (-1.747, -1.871, 0.509)
C (-2.084, -2.593, 1.660)
C (-0.886, -3.016, 2.199)
C (-0.634, -3.865, 3.399)
C (-2.624, -1.292, -0.560)
C (-1.838, -1.267, -1.870)
C (-3.120, 0.091, -0.161)
C (-3.827, -2.220, -0.771)
C (1.562, -3.370, -3.802)
C (0.091, -3.131, -4.149)
C (2.360, -2.154, -4.277)
C (2.043, -4.589, -4.596)
H (3.048, -6.617, 0.094)
H (1.885, -5.983, 1.261)
H (3.520, -5.330, 1.207)
H (2.600, -5.707, -2.358)
H (1.899, -3.694, 2.134)
H (5.071, 0.208, 1.922)
H (4.651, -1.566, 3.941)
H (4.108, -3.078, 3.209)
H (2.973, -2.087, 4.116)
H (4.355, 2.587, 0.157)
H (2.782, 2.542, -0.634)
H (4.250, 2.733, -1.599)
H (6.056, 0.785, -0.284)
H (5.787, 0.822, -2.028)
H (5.597, -0.696, -1.133)
H (2.093, 0.320, -2.000)
H (3.415, -0.877, -2.215)
H (3.466, 0.708, -2.992)
H (-3.069, -2.806, 2.041)
H (-1.584, -4.147, 3.850)
H (-0.051, -3.333, 4.153)
H (-0.091, -4.773, 3.138)
H (-0.986, -0.539, -1.876)
H (-2.449, -0.878, -2.687)
H (-1.509, -2.269, -2.119)
H (-2.286, 0.777, 0.000)
H (-3.697, 0.028, 0.765)
H (-3.762, 0.507, -0.938)
H (-3.507, -3.234, -1.018)
H (-4.450, -1.843, -1.585)
H (-4.444, -2.266, 0.127)
H (-0.248, -2.179, -3.751)
H (-0.550, -3.928, -3.766)
H (-0.025, -3.091, -5.234)
H (1.968, -1.238, -3.840)
H (2.268, -2.064, -5.361)
H (3.419, -2.246, -4.032)
H (1.477, -5.486, -4.339)
H (3.103, -4.786, -4.428)
H (1.902, -4.400, -5.661)
C (0.292, -0.222, 3.787)
N (0.212, 0.187, 2.403)
C (0.649, 1.326, 2.104)
C (0.514, 1.880, 0.742)
C (0.571, 3.338, 0.542)
C (0.409, 3.555, -0.762)
C (0.238, 2.244, -1.432)
N (0.338, 1.217, -0.361)
C (-1.080, -0.341, 4.419)
C (-1.178, -0.905, 5.688)
C (-2.410, -1.038, 6.307)
C (-3.563, -0.610, 5.662)
C (-3.471, -0.049, 4.397)
C (-2.235, 0.086, 3.778)
H (0.920, 0.455, 4.383)
H (0.759, -1.209, 3.799)
H (1.087, 2.008, 2.843)
H (0.713, 4.061, 1.331)
H (0.411, 4.490, -1.298)
H (1.045, 2.064, -2.146)
H (-0.281, -1.242, 6.197)
H (-2.472, -1.476, 7.295)
H (-4.526, -0.714, 6.144)
H (-4.367, 0.282, 3.886)
H (-2.176, 0.502, 2.779)
C (-2.819, 6.508, -3.472)
C (-1.759, 5.830, -2.627)
C (-1.013, 6.838, -1.776)
O (-2.373, 4.894, -1.683)
P (-2.919, 3.447, -2.044)
S (-3.970, 3.130, -3.600)
S (-1.257, 2.174, -2.529)
O (-3.657, 3.062, -0.726)
C (-3.823, 3.592, 0.622)
C (-4.704, 4.822, 0.560)
C (-2.507, 3.827, 1.326)
H (-2.343, 7.243, -4.122)
H (-3.531, 7.028, -2.828)
H (-3.358, 5.794, -4.089)
H (-1.078, 5.254, -3.261)
H (-1.724, 7.389, -1.159)
H (-0.493, 7.550, -2.416)
H (-0.288, 6.369, -1.112)
H (-4.353, 2.781, 1.122)
H (-4.173, 5.645, 0.081)
H (-4.982, 5.128, 1.569)
H (-5.612, 4.613, -0.003)
H (-1.938, 4.616, 0.839)
H (-1.921, 2.908, 1.351)
H (-2.710, 4.122, 2.358)

The HOMO energy is -10.4 eV. The energy above the lowest of the compared OMol25 structures with the same formula, charge and spin is 0.00 kcal/mol. Its net charge is +1. As for the molar mass: 921.026 g/mol. The electronic energy is -94843.323 eV.

Results of the Löwdin charge analysis, in e, for atoms 1 through 5: atom 1 (Ru): 1.08, atom 2 (C): -0.01, atom 3 (C): -0.26, atom 4 (C): 0.03, atom 5 (C): -0.20


No. 3
Molecular formula: C42H65BN9NiPSSi
Method: DFT, the ωB97M-V functional and the def2-TZVPD basis

Atoms and positions in Å:
Ni (1.089, -1.184, 0.379)
C (-0.476, -4.392, 1.798)
C (0.834, -3.810, 2.224)
C (1.631, -4.189, 3.315)
C (2.799, -3.476, 3.183)
N (2.696, -2.693, 2.089)
N (1.481, -2.895, 1.503)
B (3.800, -2.065, 1.168)
N (3.696, -0.504, 1.081)
C (4.733, 0.353, 1.178)
C (4.403, 1.509, 0.519)
C (3.119, 1.289, -0.013)
C (2.385, 2.176, -0.958)
N (2.695, 0.077, 0.355)
N (3.494, -2.594, -0.282)
C (4.157, -3.425, -1.108)
C (3.448, -3.550, -2.283)
C (2.305, -2.759, -2.103)
C (1.154, -2.512, -3.026)
N (2.345, -2.198, -0.902)
N (5.194, -2.374, 1.677)
C (6.374, -2.502, 1.011)
C (7.384, -2.376, 1.920)
C (6.735, -2.140, 3.155)
C (7.354, -1.888, 4.495)
N (5.420, -2.119, 3.003)
H (-0.419, -5.479, 1.840)
H (-0.715, -4.101, 0.777)
H (-1.293, -4.078, 2.449)
H (1.393, -4.921, 4.074)
H (3.695, -3.472, 3.779)
H (5.641, 0.080, 1.702)
H (5.007, 2.399, 0.401)
H (2.280, 3.185, -0.558)
H (1.404, 1.774, -1.182)
H (2.953, 2.247, -1.887)
H (5.077, -3.901, -0.808)
H (3.707, -4.142, -3.149)
H (1.283, -3.062, -3.956)
H (1.069, -1.447, -3.261)
H (0.213, -2.824, -2.565)
H (6.423, -2.653, -0.056)
H (8.446, -2.455, 1.735)
H (8.357, -2.310, 4.544)
H (6.749, -2.324, 5.288)
H (7.432, -0.816, 4.686)
C (-4.273, -0.143, 2.255)
Si (-3.316, -0.910, 3.654)
C (-3.599, -2.746, 3.734)
C (-3.840, -0.125, 5.257)
C (-1.453, -0.551, 3.474)
C (-0.730, -0.052, 4.563)
C (0.618, 0.276, 4.458)
C (1.254, 0.131, 3.232)
N (0.590, -0.342, 2.188)
C (-0.698, -0.710, 2.308)
S (-1.211, -1.421, 0.814)
H (-5.323, -0.451, 2.328)
H (-3.903, -0.447, 1.271)
H (-4.240, 0.952, 2.314)
H (-4.597, -2.936, 4.145)
H (-2.869, -3.241, 4.383)
H (-3.558, -3.208, 2.743)
H (-4.934, -0.082, 5.295)
H (-3.466, 0.899, 5.363)
H (-3.506, -0.706, 6.124)
H (-1.233, 0.094, 5.514)
H (1.167, 0.665, 5.305)
H (2.299, 0.384, 3.080)
C (-2.551, 4.530, 1.356)
C (-1.574, 4.947, 0.229)
C (-0.907, 3.730, -0.426)
C (-1.946, 2.628, -0.632)
C (-2.410, 2.088, 0.740)
C (-2.237, 3.123, 1.865)
P (-1.302, 1.248, -1.680)
C (-1.208, 1.898, -3.428)
C (-1.859, 3.281, -3.743)
C (-0.922, 4.196, -4.538)
C (-0.366, 3.514, -5.793)
C (0.175, 2.090, -5.486)
C (0.222, 1.820, -3.981)
C (-2.789, 0.151, -1.764)
C (-4.107, 0.769, -2.291)
C (-4.405, 0.549, -3.781)
C (-4.176, -0.911, -4.248)
C (-3.627, -1.811, -3.138)
C (-2.405, -1.149, -2.506)
H (-3.579, 4.536, 0.978)
H (-2.513, 5.248, 2.175)
H (-0.799, 5.612, 0.617)
H (-2.118, 5.511, -0.533)
H (-0.125, 3.339, 0.231)
H (-0.422, 4.022, -1.362)
H (-2.811, 3.053, -1.148)
H (-1.836, 1.192, 0.989)
H (-3.461, 1.789, 0.676)
H (-1.212, 3.092, 2.252)
H (-2.895, 2.865, 2.699)
H (-1.765, 1.138, -3.978)
H (-2.161, 3.810, -2.840)
H (-2.776, 3.120, -4.318)
H (-0.092, 4.504, -3.896)
H (-1.455, 5.109, -4.811)
H (0.425, 4.137, -6.216)
H (-1.152, 3.454, -6.549)
H (1.161, 1.947, -5.931)
H (-0.483, 1.343, -5.937)
H (0.868, 2.552, -3.491)
H (0.650, 0.834, -3.782)
H (-2.966, -0.100, -0.715)
H (-4.148, 1.837, -2.067)
H (-4.925, 0.317, -1.722)
H (-3.817, 1.234, -4.391)
H (-5.445, 0.830, -3.948)
H (-3.455, -0.923, -5.071)
H (-5.103, -1.332, -4.641)
H (-3.349, -2.779, -3.562)
H (-4.390, -2.002, -2.375)
H (-1.686, -0.938, -3.309)
H (-1.902, -1.827, -1.810)

The expectation value of S² is 1.2180. The HOMO energy (alpha / beta) is -10.8 / -10.4 eV. The energy above the lowest of the compared OMol25 structures with the same formula, charge and spin is 18.13 kcal/mol. Its net charge is +1. As for the molar mass: 856.677 g/mol. Its spin multiplicity is 2. The electronic energy is -127739.603 eV.

Results of the Löwdin charge analysis, in e, for atoms 1 through 5: atom 1 (Ni): 0.53, atom 2 (C): -0.05, atom 3 (C): -0.31, atom 4 (C): 0.00, atom 5 (C): -0.04


No. 4
Molecular formula: C42H67CsN4O5P2
Method: DFT, the ωB97M-V functional and the def2-TZVPD basis

Atoms and positions in Å:
Cs (-2.024, 3.155, -0.422)
C (-1.177, -3.171, -2.626)
C (0.048, -2.443, -2.324)
C (0.272, -1.152, -3.169)
P (1.591, -3.549, -1.807)
C (2.173, -4.455, -3.423)
C (2.275, -3.389, -4.587)
C (3.661, -4.961, -3.334)
C (0.527, -4.945, -1.062)
C (0.146, -6.207, -1.538)
C (-0.180, -7.250, -0.615)
C (-0.550, -8.672, -1.043)
C (-0.454, -6.956, 0.699)
C (-0.307, -5.664, 1.118)
C (0.207, -4.640, 0.271)
N (0.532, -3.447, 0.804)
C (0.081, -3.106, 2.008)
C (-1.312, -3.240, 2.289)
C (-1.746, -3.037, 3.566)
C (-0.962, -2.486, 4.557)
C (-1.581, -2.074, 5.838)
C (0.357, -2.172, 4.247)
C (0.816, -2.455, 2.994)
P (2.324, -1.875, 2.121)
C (3.409, -0.934, 3.366)
C (2.823, 0.457, 3.429)
C (3.555, -1.440, 4.891)
C (3.452, -3.359, 2.156)
C (2.910, -4.802, 1.714)
C (4.654, -3.110, 1.257)
H (-1.065, -3.629, -3.629)
H (-2.026, -2.513, -2.714)
H (-1.294, -3.992, -1.988)
H (-0.104, -2.156, -1.326)
H (1.357, -0.962, -3.290)
H (-0.320, -0.340, -2.750)
H (-0.098, -1.268, -4.200)
H (1.551, -5.300, -3.713)
H (1.896, -3.734, -5.582)
H (3.290, -3.082, -4.708)
H (1.723, -2.485, -4.343)
H (4.306, -4.159, -2.935)
H (4.182, -5.187, -4.284)
H (3.688, -5.848, -2.710)
H (0.207, -6.484, -2.640)
H (-0.350, -8.771, -2.084)
H (-1.658, -8.797, -0.723)
H (0.111, -9.396, -0.451)
H (-0.941, -7.720, 1.338)
H (-0.477, -5.342, 2.197)
H (-1.951, -3.662, 1.440)
H (-2.737, -3.491, 3.914)
H (-1.086, -2.587, 6.692)
H (-2.638, -2.262, 5.808)
H (-1.449, -0.998, 6.069)
H (1.082, -1.618, 4.960)
H (4.395, -0.851, 2.950)
H (3.067, 0.886, 2.388)
H (3.323, 1.209, 4.044)
H (1.743, 0.494, 3.507)
H (4.010, -2.419, 5.181)
H (2.572, -1.596, 5.233)
H (4.201, -0.785, 5.432)
H (3.504, -3.506, 3.276)
H (3.674, -5.506, 1.927)
H (2.594, -5.093, 0.686)
H (1.931, -4.848, 2.296)
H (5.532, -3.594, 1.671)
H (4.859, -2.044, 1.241)
H (4.329, -3.418, 0.317)
C (-4.176, 2.774, -6.376)
C (-3.025, 2.960, -5.278)
N (-2.783, 4.037, -4.707)
O (-3.598, 5.190, -5.298)
C (-2.342, 1.768, -4.591)
C (-2.038, 0.323, -5.107)
N (-2.298, 1.984, -3.307)
O (-1.738, 1.089, -2.542)
H (-4.486, 3.709, -6.776)
H (-5.019, 2.267, -5.856)
H (-3.989, 2.029, -7.174)
H (-3.326, 5.938, -4.720)
H (-1.073, 0.097, -4.755)
H (-2.122, 0.053, -6.230)
H (-2.620, -0.415, -4.610)
O (-1.739, 0.219, 0.829)
H (-1.371, -0.361, 1.458)
H (-1.333, 0.061, -0.026)
H (-5.756, 7.901, 1.412)
O (3.040, 1.133, -11.239)
N (2.036, 1.508, -10.798)
C (-3.199, 8.520, 0.112)
C (-2.428, 7.302, 0.603)
C (-6.495, 7.393, 0.565)
C (-1.299, 7.357, 1.420)
C (-0.744, 8.456, 2.167)
C (0.276, 8.302, 2.975)
C (0.897, 7.009, 3.204)
C (0.381, 5.974, 2.458)
C (0.905, 4.682, 2.657)
C (1.892, 4.161, 1.696)
C (1.513, 4.231, 4.038)
C (-0.746, 6.135, 1.708)
O (-1.395, 5.086, 1.286)
H (-2.500, 9.426, 0.210)
H (-3.915, 8.986, 0.928)
H (-3.839, 8.481, -0.674)
H (-2.582, 6.325, 0.311)
H (-6.031, 6.407, 0.831)
H (-7.609, 7.185, 0.674)
H (-6.618, 7.882, -0.393)
H (-1.206, 9.403, 2.054)
H (0.644, 9.361, 3.396)
H (1.888, 7.082, 3.668)
H (0.095, 4.010, 2.543)
H (2.754, 4.749, 1.745)
H (1.491, 4.264, 0.635)
H (2.238, 3.169, 1.844)
H (2.705, 4.277, 3.978)
H (0.984, 3.301, 4.346)
H (1.246, 5.056, 4.843)

The HOMO energy (alpha / beta) is -1.6 / -1.7 eV. The energy above the lowest of the compared OMol25 structures with the same formula, charge and spin is 64.42 kcal/mol. Its net charge is -2. As for the molar mass: 902.874 g/mol. The electronic energy is -79951.363 eV.

Results of the Löwdin charge analysis, in e, for atoms 1 through 5: atom 1 (Cs): 1.13, atom 2 (C): -0.13, atom 3 (C): -0.52, atom 4 (C): -0.11, atom 5 (P): 1.15